260
Properties=species:S:1:pos:R:3:forces:R:3 method="wB97M-V/def2-TZVPD" energy_ev=-203211.548 charge=0 spin_multiplicity=1 homo_energy_ev=-9.95
C 3.369 7.936 2.872 -1.57 0.24 0.55
C 3.823 6.808 3.738 0.55 -1.89 -0.78
C 4.458 7.023 5.086 0.08 0.01 0.91
O 3.265 7.205 5.892 0.58 0.74 0.60
C 2.299 6.426 5.398 3.03 0.67 -1.83
O 1.342 6.122 5.989 -2.68 -0.88 0.98
O 2.676 6.024 4.150 -1.20 -0.01 0.63
H 2.529 7.495 2.270 0.79 0.76 0.32
H 4.139 8.331 2.241 0.50 0.03 -0.40
H 2.994 8.756 3.498 -0.20 -0.05 -0.28
H 4.340 6.106 3.087 0.52 -0.10 0.26
H 5.129 7.881 5.182 -0.43 0.05 -0.04
H 4.960 6.146 5.558 -0.16 0.38 -0.91
C 1.835 -8.016 -3.774 0.77 0.27 -0.01
C 0.500 -7.915 -3.031 1.60 -0.43 -0.95
C 0.677 -8.103 -1.536 0.07 -1.70 -0.25
O 0.472 -6.832 -0.986 0.14 0.56 0.72
C 0.155 -5.967 -1.933 0.01 0.91 0.24
O -0.028 -4.793 -1.731 -0.14 -0.16 -0.20
O 0.072 -6.553 -3.120 -0.57 0.46 -0.64
H 2.394 -8.975 -3.661 -0.95 0.32 -0.17
H 2.548 -7.305 -3.309 -0.47 -0.06 -0.43
H 1.708 -7.762 -4.853 0.23 -0.25 0.84
H -0.209 -8.544 -3.556 -0.53 -0.04 0.43
H 1.682 -8.458 -1.319 0.09 0.16 0.20
H -0.026 -8.808 -1.115 -0.25 -0.03 0.25
C -2.900 -4.823 2.175 1.82 -1.22 0.05
C -1.644 -5.267 1.398 0.01 0.70 1.77
C -0.369 -5.352 2.301 -0.01 0.10 -1.57
O 0.163 -6.676 2.063 -1.07 0.29 0.98
C -0.797 -7.420 1.477 -0.35 2.31 -0.69
O -0.766 -8.572 1.294 0.09 -1.72 -0.13
O -1.798 -6.598 0.993 0.12 -1.32 -0.04
H -2.804 -3.797 2.468 0.10 0.49 0.41
H -2.977 -5.522 3.020 -0.49 0.43 -0.08
H -3.696 -4.895 1.484 -1.28 -0.22 -0.41
H -1.578 -4.609 0.543 0.74 -0.01 -0.40
H -0.589 -5.091 3.322 -0.13 -0.67 0.64
H 0.423 -4.714 1.983 0.39 0.79 -0.34
C -1.503 -3.002 -5.138 2.32 -1.11 -0.29
C -0.023 -3.627 -5.275 -1.13 1.99 -1.27
C 0.114 -4.800 -6.236 -0.30 0.73 -0.36
O 0.516 -4.249 -7.515 0.78 0.80 0.45
C 1.220 -3.126 -7.228 0.58 0.82 0.71
O 2.098 -2.583 -7.857 -1.75 -0.92 0.56
O 0.800 -2.641 -5.991 0.47 -0.27 -0.49
H -1.777 -2.821 -6.173 -0.45 0.14 -0.02
H -1.526 -2.077 -4.552 0.17 -0.28 -0.12
H -2.138 -3.763 -4.698 -0.26 0.00 0.07
H 0.487 -3.786 -4.347 -0.11 -0.26 0.66
H -0.815 -5.273 -6.425 -0.77 -0.85 0.05
H 0.896 -5.451 -5.922 0.42 -0.83 0.29
C -3.701 -2.043 5.028 -1.18 -0.48 -1.94
C -4.660 -3.113 5.441 -0.97 -1.81 0.36
C -5.562 -3.717 4.347 -1.02 -0.92 0.00
O -5.464 -5.168 4.523 -0.62 0.10 -0.19
C -4.650 -5.477 5.532 1.30 2.63 -0.95
O -4.335 -6.512 5.969 -0.37 -2.12 0.44
O -3.985 -4.346 5.906 -0.11 1.87 0.49
H -3.252 -2.392 4.070 0.18 0.66 0.76
H -3.031 -1.851 5.810 1.32 0.16 0.92
H -4.271 -1.112 4.857 0.21 -0.39 -0.15
H -5.316 -2.754 6.239 0.29 -0.14 0.24
H -5.271 -3.480 3.324 0.15 0.04 0.03
H -6.654 -3.553 4.478 0.83 0.49 -0.07
C -1.824 1.762 -6.325 -0.56 -0.60 -1.67
C -0.998 0.537 -6.151 0.92 -0.07 0.72
C 0.374 0.537 -6.846 -0.03 0.39 0.41
O 1.335 0.523 -5.776 -0.18 -0.24 0.19
C 0.686 0.434 -4.611 0.53 -0.34 0.43
O 1.205 0.340 -3.538 0.63 -0.09 0.13
O -0.621 0.427 -4.753 -0.95 -0.17 -0.32
H -1.978 1.843 -7.431 -0.31 0.11 0.82
H -1.319 2.650 -6.015 0.34 0.50 0.42
H -2.767 1.598 -5.807 -0.13 0.39 -0.16
H -1.554 -0.359 -6.364 -0.28 -0.33 -0.25
H 0.538 1.489 -7.325 -0.02 0.09 -0.68
H 0.539 -0.331 -7.473 0.12 0.07 -0.19
C -5.536 5.805 -1.117 0.10 0.42 -0.59
C -6.861 5.600 -1.798 -0.62 -2.01 0.95
C -8.155 5.687 -0.877 0.44 0.37 -0.65
O -9.129 6.310 -1.788 2.18 0.26 -0.14
C -8.372 6.939 -2.760 -2.55 1.16 -1.99
O -8.866 7.637 -3.629 0.92 -1.15 1.84
O -7.075 6.647 -2.707 -0.15 0.59 -0.09
H -5.638 6.774 -0.656 0.60 0.42 0.45
H -4.732 5.811 -1.866 -0.27 0.30 0.05
H -5.250 5.047 -0.409 -0.40 -0.23 0.38
H -6.816 4.658 -2.383 -0.40 0.33 0.42
H -7.964 6.404 -0.020 -0.32 -0.99 -0.76
H -8.577 4.709 -0.587 0.51 0.65 0.08
C 5.654 2.222 -5.688 -0.67 1.19 -0.97
C 5.130 1.297 -4.690 0.54 -2.02 1.84
C 6.211 0.579 -3.779 -1.02 -0.27 -1.52
O 5.612 0.586 -2.499 1.43 -0.97 1.24
C 4.720 1.530 -2.390 -1.61 0.38 -2.13
O 4.119 1.925 -1.451 0.26 -0.01 1.12
O 4.404 1.972 -3.638 -0.12 0.45 -0.89
H 4.763 2.718 -6.103 0.44 0.05 -0.29
H 6.166 1.694 -6.477 0.04 -0.28 -0.34
H 6.317 2.982 -5.324 0.36 0.37 0.50
H 4.479 0.565 -5.249 0.29 0.54 1.09
H 7.176 1.068 -3.776 0.13 0.43 0.16
H 6.367 -0.451 -4.081 -0.01 -0.17 0.08
C -2.139 4.652 0.744 0.00 -0.26 -0.77
C -1.302 4.071 -0.403 -0.61 -1.35 2.28
C -1.674 4.451 -1.778 0.61 -0.39 -1.75
O -0.754 5.542 -2.015 -3.01 0.46 -2.65
C 0.251 5.499 -1.229 0.24 -1.38 1.51
O 1.205 6.180 -1.332 1.76 0.84 0.25
O 0.039 4.534 -0.299 0.94 0.14 0.55
H -1.757 4.279 1.712 -0.49 0.36 -0.42
H -3.215 4.513 0.563 0.25 -0.72 0.30
H -2.077 5.708 0.647 0.42 1.23 0.50
H -1.272 2.994 -0.200 0.13 0.05 -0.53
H -2.687 4.722 -2.003 -0.45 0.69 0.43
H -1.488 3.661 -2.527 0.43 0.35 0.39
C -5.692 2.291 3.955 0.43 0.62 -0.76
C -4.945 2.803 2.711 -1.49 1.32 1.53
C -4.347 1.699 1.926 1.37 -0.20 -1.18
O -5.109 1.680 0.675 1.05 -0.12 1.35
C -5.929 2.747 0.679 -0.86 -0.84 -0.81
O -6.621 2.977 -0.265 -0.29 0.48 -0.24
O -5.938 3.403 1.827 0.53 -0.12 0.00
H -6.359 1.476 3.690 0.13 -0.30 -0.05
H -6.307 3.066 4.376 -0.16 0.49 0.21
H -4.957 2.010 4.693 0.16 -0.36 0.32
H -4.260 3.631 2.936 -0.05 -0.55 0.20
H -4.393 0.756 2.468 -0.21 -0.23 -0.44
H -3.288 1.933 1.708 -0.44 -0.36 -0.17
C 3.936 -2.730 -2.020 0.36 1.33 1.38
C 3.361 -3.276 -3.252 -1.07 -0.43 -0.74
C 3.955 -2.788 -4.595 0.90 0.07 1.13
O 4.242 -4.007 -5.274 -0.24 0.80 -0.72
C 3.908 -5.050 -4.532 0.23 -0.77 0.64
O 3.971 -6.172 -4.904 0.10 -0.81 -0.47
O 3.537 -4.714 -3.282 0.10 0.67 -0.52
H 3.637 -3.289 -1.105 -0.39 0.69 -0.65
H 3.754 -1.616 -1.961 -0.17 -1.22 0.27
H 5.005 -2.810 -1.981 0.79 -0.14 -0.39
H 2.291 -3.138 -3.271 -0.52 0.23 0.12
H 4.919 -2.313 -4.339 -0.30 0.07 -0.49
H 3.321 -2.133 -5.205 0.09 -0.32 0.25
C 3.344 -5.545 2.078 0.05 0.40 -0.83
C 4.036 -6.079 0.875 0.83 1.13 0.20
C 5.507 -6.304 1.084 0.78 -0.10 0.83
O 5.756 -7.457 0.302 0.98 0.36 -0.77
C 4.619 -8.044 -0.007 -1.01 -1.50 0.27
O 4.568 -9.048 -0.669 -0.83 1.26 0.72
O 3.558 -7.379 0.662 1.05 -2.08 -1.77
H 3.556 -4.508 2.278 0.21 0.37 0.05
H 3.601 -6.169 2.901 0.00 -0.40 0.85
H 2.332 -5.678 1.797 -1.32 0.09 0.43
H 3.855 -5.522 -0.038 -0.12 0.49 -0.14
H 5.669 -6.627 2.112 0.05 0.20 0.31
H 6.245 -5.518 0.866 -0.63 -0.16 -0.29
C -5.630 -2.299 -2.798 -1.15 0.43 1.01
O -5.227 -2.822 -1.516 0.51 0.34 -0.44
C -6.097 -2.821 -0.406 -0.11 0.34 -0.10
C -5.808 -1.751 0.619 0.82 0.94 0.51
O -4.634 -1.953 1.440 1.49 -0.42 -1.26
C -3.374 -1.803 0.712 0.51 0.08 -0.47
H -5.733 -1.198 -2.863 0.16 -0.37 0.54
H -6.593 -2.718 -3.138 0.40 -0.16 0.20
H -4.844 -2.570 -3.460 0.56 -0.37 -0.68
H -6.006 -3.773 0.135 -0.01 0.02 -0.43
H -7.123 -2.712 -0.763 -0.22 0.00 0.15
H -6.599 -1.816 1.369 -0.24 0.35 -0.20
H -5.683 -0.715 0.220 -0.61 -0.70 -0.06
H -2.522 -1.699 1.461 -1.23 -0.17 -0.85
H -3.374 -0.886 0.062 -0.25 -0.49 0.90
H -3.107 -2.616 -0.059 -0.72 0.68 1.50
C -0.007 1.363 1.886 0.20 -1.08 -0.43
O -0.517 0.942 0.601 0.62 0.56 0.38
C 0.561 0.918 -0.346 -0.38 0.74 -0.77
C 0.918 -0.484 -0.656 0.98 -0.47 0.70
O 1.728 -1.044 0.423 -0.90 0.70 -0.44
C 1.473 -2.410 0.581 -1.41 -0.29 -0.20
H 0.945 0.813 2.087 -0.73 0.65 0.03
H -0.749 1.084 2.608 -0.37 -0.31 0.48
H 0.090 2.440 1.969 0.34 0.33 -0.27
H 1.428 1.405 0.095 0.09 0.43 -0.31
H 0.237 1.417 -1.306 0.44 -0.26 0.97
H 1.474 -0.607 -1.568 0.25 0.22 -0.41
H -0.026 -0.975 -0.789 -0.56 -0.90 0.20
H 1.230 -2.835 -0.427 0.32 -0.26 0.93
H 0.572 -2.596 1.266 0.94 0.25 -0.80
H 2.347 -2.858 1.034 0.18 -0.31 -0.01
C 6.654 2.252 3.747 0.17 -0.98 0.21
O 7.058 2.491 2.432 -0.16 -0.01 -0.78
C 6.941 3.818 1.935 0.79 -0.73 -0.03
C 5.693 3.999 1.101 0.54 -0.83 0.15
O 4.561 3.933 1.922 -2.24 -0.45 -1.20
C 3.354 3.922 1.026 0.61 0.13 1.12
H 7.023 1.242 3.950 -0.19 -0.02 0.13
H 5.557 2.231 3.917 0.54 0.48 -0.13
H 7.227 2.892 4.413 -0.40 0.42 0.41
H 7.860 3.930 1.299 -0.86 0.33 0.44
H 6.989 4.510 2.802 -0.12 0.00 -0.56
H 5.645 3.335 0.217 0.06 -0.54 0.70
H 5.747 4.930 0.624 0.10 2.04 -0.58
H 2.423 4.102 1.580 0.58 -0.11 0.31
H 3.255 3.005 0.449 0.33 -0.21 0.26
H 3.447 4.723 0.314 0.11 0.52 -0.35
C -1.056 3.669 6.095 0.13 0.65 0.92
N -2.078 3.576 5.058 -2.15 0.55 -0.86
O -1.916 2.856 4.101 0.97 -0.66 -0.21
O -3.122 4.212 5.169 0.63 0.14 0.79
H -1.591 3.714 7.068 0.46 -0.11 -0.67
H -0.473 4.607 5.951 -0.38 -0.74 -0.06
H -0.452 2.781 5.980 0.23 -0.01 0.25
C 4.706 0.175 1.363 0.49 0.65 -0.38
N 5.065 -1.284 1.248 -0.57 1.91 -1.95
O 4.874 -1.989 2.187 -0.08 -1.32 1.33
O 5.483 -1.635 0.153 0.10 -0.19 0.73
H 4.064 0.467 0.509 0.54 -0.45 0.40
H 5.674 0.718 1.303 -0.68 -0.25 0.07
H 4.186 0.377 2.299 0.26 -0.30 -0.10
C -1.809 7.288 5.324 -1.40 -0.73 -1.08
N -0.993 6.876 4.138 0.56 -0.62 0.26
O -1.015 5.709 3.742 -0.13 1.17 0.46
O -0.327 7.756 3.647 0.12 -0.06 -0.27
H -1.224 7.564 6.163 1.00 -0.35 0.64
H -2.575 6.521 5.497 0.51 0.18 0.18
H -2.276 8.197 5.009 -0.44 0.52 -0.28
C -3.317 -5.060 -1.781 0.16 -1.11 0.61
N -4.759 -5.430 -1.731 -0.90 -0.87 -0.11
O -5.386 -5.476 -2.768 0.43 0.21 -0.49
O -5.270 -5.704 -0.659 0.72 0.19 0.20
H -3.331 -4.002 -1.904 0.24 0.75 -0.23
H -2.820 -5.589 -2.611 -0.41 0.29 0.41
H -2.909 -5.340 -0.798 -0.08 0.08 -0.69
C 2.071 -1.603 5.117 0.21 -1.32 0.80
N 2.825 -0.402 4.790 1.05 2.04 -2.94
O 2.521 0.107 3.686 -0.10 -0.70 1.61
O 3.738 0.066 5.448 -0.94 -1.15 0.47
H 1.640 -2.037 4.213 0.27 0.34 0.10
H 1.294 -1.338 5.807 -0.43 0.35 0.32
H 2.718 -2.319 5.638 0.00 0.32 -0.25
C 2.463 4.278 -4.096 -0.56 1.85 -0.96
N 1.286 3.564 -4.622 0.28 0.50 0.37
O 1.055 3.570 -5.799 0.12 -0.06 -1.46
O 0.557 3.069 -3.804 -0.63 -0.52 0.91
H 3.178 3.598 -3.735 0.47 -0.89 0.80
H 2.023 4.951 -3.363 0.45 -0.08 0.33
H 2.918 4.869 -4.900 -0.33 -0.25 0.09
C -2.578 0.888 -2.062 0.19 0.45 -0.88
N -3.436 1.382 -3.171 0.97 -0.90 -1.08
O -3.452 2.584 -3.353 -0.68 -0.42 -0.16
O -3.918 0.521 -3.908 -0.06 1.06 0.61
H -2.311 1.787 -1.540 -0.03 -0.18 0.86
H -1.682 0.444 -2.497 -0.08 0.10 -0.28
H -3.134 0.117 -1.590 -0.38 -0.28 0.83
C 2.373 2.778 5.435 2.19 1.11 -0.46
N 2.440 2.542 6.899 0.27 2.36 -0.33
O 3.147 3.261 7.597 -0.17 -0.72 -0.76
O 1.680 1.719 7.307 -0.92 -1.57 0.96
H 2.333 3.833 5.174 -0.34 0.15 0.62
H 1.552 2.270 5.006 -0.50 -0.78 -0.27
H 3.360 2.504 5.032 -0.55 -0.46 0.04